Below is one molecule with the formula C4H9NO3 in a non-equilibrium geometry, with properties calculated with the ωB97M-V functional and the def2-TZVPD basis.

Structure (XYZ):
```
17
Properties=species:S:1:pos:R:3:forces:R:3
C 0.1894 1.6328 0.2195 -2.6 0.1 4.1
C -0.0553 0.0455 0.3270 0.3 3.4 0.0
N 0.2324 -0.7118 1.5150 2.6 -2.4 1.1
C 0.8087 -0.5860 -0.6369 3.0 -1.7 -5.3
O 2.2803 -0.3725 -0.3731 -2.4 3.1 -1.8
C -1.5094 -0.0599 -0.0096 1.1 -4.7 -0.4
O -2.3335 0.7346 -0.1423 -2.6 4.4 -0.3
O -1.9310 -1.3517 -0.2665 1.2 -0.2 0.0
H 1.0685 2.0081 0.8292 -1.3 -0.5 -0.6
H 0.2884 1.9087 -0.7828 0.3 0.3 -1.7
H -0.9424 2.1121 0.5478 3.8 -0.9 -0.6
H 1.3441 -1.1908 1.3422 -4.3 1.9 1.0
H -0.4385 -1.5183 1.4206 1.2 0.7 0.6
H 0.7034 -1.6439 -0.5633 -0.2 -0.9 0.0
H 0.7210 -0.4010 -1.7976 -0.4 0.2 2.1
H 2.3064 0.5378 -0.8732 0.9 -2.4 1.7
H -2.7325 -1.1436 -0.7560 -0.6 -0.6 0.1
```
Positions in Å, forces in eV/Å.

SMILES string: C[C@](N)(CO)C(=O)O
ΔE to the lowest compared entry with this formula, charge and spin: 352.0 kJ/mol
Net charge: 0



Below is a 8-piece molecular cluster, C29H53N7O overall in a non-equilibrium geometry, with properties calculated with the ωB97M-V functional and the def2-TZVPD basis.

Structure (XYZ):
```
90
Properties=species:S:1:pos:R:3:forces:R:3
C -0.2491 -4.6363 -0.9542 0.8 -1.9 -0.8
C -1.6031 -4.0739 -0.7244 -0.8 1.1 -0.6
C -2.4238 -4.8516 0.3241 1.3 -0.7 -1.5
C -1.7082 -4.7516 1.5619 -0.4 0.2 1.1
N -1.1405 -4.5983 2.5465 0.1 -0.1 0.0
H 0.3290 -4.0724 -1.6916 0.1 0.3 0.5
H -0.2646 -5.6548 -1.4219 -0.3 0.5 0.4
H 0.2592 -4.7874 0.0027 0.4 0.4 -0.3
H -2.1724 -3.9091 -1.6444 0.0 -0.6 0.1
H -1.4582 -3.0289 -0.4235 -0.3 -0.2 0.5
H -2.5111 -5.9096 0.0595 0.4 -0.1 -0.1
H -3.4321 -4.5591 0.3404 -1.2 1.0 0.6
C 6.3641 0.8331 1.0225 -1.2 -1.1 -0.4
C 6.0495 0.1182 2.3870 1.2 0.8 -1.0
C 4.8676 0.6883 3.1728 -0.2 0.6 0.5
C 3.7825 1.1527 2.3311 -2.4 0.8 -2.5
N 2.9957 1.5834 1.5750 1.9 -1.0 2.0
H 5.4082 0.7881 0.4428 0.7 0.4 0.4
H 7.0559 0.2824 0.3839 0.1 -0.4 0.4
H 6.7578 1.8350 0.9761 -0.2 0.6 0.7
H 6.9228 0.0633 3.0463 -0.1 0.2 -0.1
H 5.8623 -0.9094 2.1083 -0.4 -0.3 0.1
H 5.0549 1.6150 3.7545 0.6 -0.6 -0.1
H 4.5065 -0.0609 3.8777 -0.2 0.1 0.0
C -0.2493 -1.7160 -6.3633 1.4 0.6 -0.9
C 0.0434 -2.1119 -4.9318 -0.2 1.1 -0.7
C 0.4346 -0.9205 -4.0840 -0.8 0.1 1.1
C -0.6513 0.0755 -3.9985 1.4 -0.9 -0.1
N -1.4414 0.8929 -3.9261 -0.9 0.9 0.0
H -0.1925 -2.6302 -6.9746 -0.1 0.7 -0.2
H 0.4492 -0.9029 -6.7321 -0.1 -1.3 0.3
H -1.1716 -1.1980 -6.5017 -1.1 -0.1 0.1
H 0.9156 -2.7453 -4.9297 -0.1 -0.7 0.2
H -0.8721 -2.5499 -4.5220 0.5 -0.4 0.2
H 1.3457 -0.3744 -4.3547 -0.2 -0.4 -0.2
H 0.5449 -1.3310 -3.0707 0.3 0.5 0.0
C -5.3132 1.2615 -0.8958 -1.8 0.4 -1.0
C -4.2015 1.3508 -1.9320 0.2 -0.7 0.6
C -4.3548 0.2677 -3.0338 1.1 2.8 -0.9
C -3.8974 -0.9695 -2.5420 1.2 -2.8 0.6
N -3.4137 -1.9436 -2.1330 -0.9 1.3 -0.5
H -5.5944 0.2091 -0.6559 0.2 0.7 -0.3
H -6.2265 1.8331 -1.2662 0.8 -1.0 0.4
H -5.0688 1.7422 0.0233 0.4 0.3 0.7
H -3.2648 1.1933 -1.3706 0.0 -0.1 -0.6
H -4.0929 2.3094 -2.4306 -0.3 0.2 0.2
H -3.6762 0.6240 -3.8538 -0.4 -0.8 0.6
H -5.3251 0.2667 -3.4927 -0.7 -0.3 0.2
C -1.7293 2.1974 2.2342 -1.2 0.9 -3.3
C -1.1418 3.5481 1.7700 -0.4 0.0 0.8
C 0.3905 3.6864 2.0585 0.0 0.4 0.5
C 0.7751 3.5437 3.5133 0.3 -0.5 0.1
N 1.1827 3.2992 4.5738 -0.7 0.5 -1.4
H -1.7070 2.1132 3.2568 0.2 -0.5 2.4
H -1.1685 1.4480 1.6989 0.3 -0.7 0.3
H -2.8042 2.0743 1.8699 1.3 0.3 0.6
H -1.7076 4.3829 2.2794 0.7 -0.7 -0.6
H -1.3455 3.5902 0.6940 0.4 0.4 0.1
H 0.7259 4.6723 1.7065 -0.1 -0.1 0.3
H 1.0689 2.9908 1.5351 -0.7 -0.2 0.1
C 0.4701 -0.5879 6.5159 -1.5 -1.1 -0.4
C -0.4787 -1.7056 5.8409 0.7 1.5 0.1
C 0.1944 -2.7337 4.9213 0.9 0.8 -0.4
C 0.9742 -1.9918 3.8623 -0.2 -0.9 0.7
N 1.5917 -1.4145 3.0827 -0.2 0.0 0.0
H -0.1966 -0.1095 7.2436 0.4 0.1 0.0
H 0.8075 0.1790 5.8259 0.0 -0.1 -0.3
H 1.3402 -0.9818 7.0457 -0.2 -0.2 -0.1
H -1.3437 -1.1846 5.3918 0.6 -0.2 -0.2
H -0.9149 -2.2729 6.6223 -0.4 -0.6 1.0
H -0.4943 -3.4223 4.3927 0.4 0.4 0.5
H 0.9004 -3.3066 5.5779 -0.4 0.3 -0.9
C -0.0021 4.0118 -3.3079 -0.4 0.1 1.4
C 0.3874 3.3094 -1.9895 0.2 0.0 -0.3
C 1.8702 2.8794 -2.0068 0.3 -1.1 1.3
C 2.3056 2.0531 -3.1623 -0.9 0.9 1.4
N 2.5633 1.2848 -3.9655 0.5 -0.3 -0.8
H 0.6232 4.8790 -3.4651 0.2 0.4 -0.1
H -1.0512 4.3392 -3.2507 0.3 -0.1 -0.3
H 0.1454 3.3431 -4.1330 -0.1 -0.4 -0.5
H -0.1970 2.3828 -1.8798 0.0 0.4 0.1
H 0.2196 3.9630 -1.0830 0.2 -0.7 -1.0
H 2.0491 2.2003 -1.1114 -0.1 0.8 -0.9
H 2.5342 3.7275 -1.8699 0.1 0.1 -0.3
C -0.4356 -0.4249 -0.4147 0.7 0.4 0.3
O 0.8285 0.1880 -0.0653 -1.3 -0.2 -0.9
H -1.0137 -0.7718 0.4520 0.2 0.2 -0.1
H -0.9966 0.2912 -0.9901 -0.4 0.5 0.0
H -0.3253 -1.2519 -1.0960 0.4 -0.6 -0.1
H 1.1268 -0.2068 0.7445 0.5 -0.3 0.7
```
Positions in Å, forces in eV/Å.

Total energy: -43408.038 eV
SMILES string: CCCC#N.CCCC#N.CCCC#N.CCCC#N.CCCC#N.CCCC#N.CCCC#N.CO
Net charge: 0



Below is one molecule with the formula C15H17F3N2O2, with properties calculated with the ωB97M-V functional and the def2-TZVPD basis.

Structure (XYZ):
```
39
Properties=species:S:1:pos:R:3:forces:R:3
C 5.9140 0.0798 -0.7586 0.0 0.0 -0.1
C 5.9408 -0.4787 0.4353 -0.3 0.0 0.2
C 4.7605 -0.6256 1.3487 0.2 -0.3 0.2
O 3.5614 -0.0803 0.8156 -0.1 0.1 -0.1
C 2.8309 -0.9186 0.0416 0.0 0.0 -0.1
O 3.0771 -2.0913 -0.1077 0.2 -0.3 0.1
N 1.8017 -0.2780 -0.5661 0.0 0.2 0.0
C 1.3735 1.0639 -0.2481 -0.1 0.3 0.4
C 0.0896 0.9957 0.5842 0.2 0.2 -0.1
N -0.9254 0.2619 -0.1431 0.4 -0.1 -0.2
C -2.2580 0.5967 -0.0381 -0.6 0.0 0.0
C -2.6584 1.9416 -0.0678 0.1 0.0 0.1
C -3.9892 2.2958 -0.0169 0.0 0.0 0.1
C -4.9823 1.3315 0.0561 0.0 -0.3 0.0
C -4.5980 0.0008 0.0793 -0.1 0.2 0.0
C -5.6176 -1.0957 0.1795 -0.2 -0.3 0.1
F -5.4522 -2.0356 -0.7721 0.2 0.0 -0.1
F -6.8816 -0.6672 0.0693 -0.1 0.3 0.0
F -5.5439 -1.7529 1.3555 0.1 0.1 0.1
C -3.2632 -0.3723 0.0409 0.1 0.1 0.0
C -0.5072 -1.0920 -0.4387 0.2 0.0 -0.3
C 0.7911 -1.0466 -1.2556 -0.1 -0.4 0.0
H 6.7950 0.1459 -1.3725 0.2 0.0 -0.1
H 5.0078 0.4897 -1.1729 -0.2 0.1 0.0
H 6.8534 -0.8905 0.8435 0.2 0.0 0.0
H 4.6059 -1.6903 1.5673 0.0 0.2 0.0
H 4.9383 -0.0887 2.2862 0.0 -0.1 -0.1
H 2.1610 1.5779 0.3001 -0.1 0.0 -0.1
H 1.1746 1.5922 -1.1870 0.0 0.0 0.1
H -0.2593 1.9986 0.8200 0.0 0.0 0.0
H 0.3151 0.4779 1.5304 0.0 0.1 0.0
H -1.9165 2.7200 -0.1557 0.1 0.1 0.0
H -4.2627 3.3394 -0.0457 0.0 0.1 0.0
H -6.0241 1.6043 0.0908 -0.1 0.0 0.0
H -3.0225 -1.4219 0.0927 0.1 -0.1 0.0
H -1.2683 -1.5899 -1.0382 0.0 0.0 0.1
H -0.3356 -1.6696 0.4820 0.0 0.0 0.0
H 1.1779 -2.0542 -1.4109 -0.1 0.1 0.0
H 0.5963 -0.5734 -2.2233 0.0 -0.1 0.0
```
Positions in Å, forces in eV/Å.

SMILES string: C=CCOC(=O)N1CCN(c2cccc(C(F)(F)F)c2)CC1
ΔE to the lowest compared entry with this formula, charge and spin: 166.3 kJ/mol
Net charge: 0



Below is a 10-piece molecular cluster, C46H64Cl18F9NOS overall in a non-equilibrium geometry, with properties calculated with the ωB97M-V functional and the def2-TZVPD basis.

Structure (XYZ):
```
140
Properties=species:S:1:pos:R:3:forces:R:3
C -3.7501 -1.9551 0.8706 1.7 -6.2 3.3
C -3.5400 -3.1928 1.3009 -0.8 5.6 -1.9
C -3.1808 -4.6613 1.8999 0.4 1.4 -0.3
C -2.0434 -4.3887 3.0300 1.3 0.4 2.0
C -2.5632 -3.9607 4.4500 4.1 -0.1 0.0
C -1.5525 -3.6329 5.6321 1.5 -1.2 -4.1
C -0.0184 -3.7485 5.3283 -2.5 -0.5 -2.7
C 0.4774 -4.1711 3.9070 -2.9 0.1 -0.7
C -0.5041 -4.5159 2.6978 -1.8 1.1 3.8
N -0.0107 -4.9250 1.3497 0.7 2.4 1.7
C 1.0460 -4.0147 0.8453 2.7 2.7 -2.0
C 0.9449 -3.4451 -0.6189 2.4 1.3 2.5
C 2.0438 -2.4527 -1.1865 0.4 -0.6 3.2
C 1.9804 -1.8799 -2.6809 0.1 -0.6 0.1
C 0.4825 -1.8441 -3.3153 0.9 -0.8 -0.1
C -0.4708 -0.7248 -2.6723 1.9 0.3 1.0
F 0.3678 0.4337 -2.4177 -2.2 -2.4 -0.7
F -1.0053 -1.0995 -1.3722 0.9 0.9 -3.4
C -1.6791 -0.2462 -3.6268 -0.4 2.5 0.0
F -1.9166 1.1556 -3.3028 0.3 -3.3 -0.9
F -1.3730 -0.2798 -5.0218 -0.6 -0.2 3.5
C -3.0848 -1.0014 -3.3771 -2.0 1.6 -0.5
F -3.9775 -0.5630 -4.4394 2.3 -1.1 2.5
F -3.7282 -0.5632 -2.1576 2.1 -1.6 -3.3
C -3.0245 -2.6093 -3.4883 -2.0 -2.5 0.5
F -2.8035 -3.2307 -2.2010 -0.1 1.8 -4.0
F -2.1377 -3.1044 -4.4838 -2.2 1.5 3.0
F -4.3540 -3.0371 -3.8738 3.6 1.0 0.9
C 3.2684 -2.0287 -0.2613 -2.3 -2.4 1.5
O 4.2851 -1.1176 -0.7253 -0.7 -2.6 0.1
C 3.4100 -2.5769 1.2046 -2.7 -1.1 -1.8
C 4.5796 -2.1847 2.2368 -1.9 0.2 0.4
C 3.8981 -1.2641 3.4066 0.6 1.0 0.1
C 4.0058 0.3289 3.0929 -0.7 -1.0 -0.5
C 2.8574 0.8747 2.1041 -0.7 0.2 0.5
C 1.3526 0.7722 2.7160 0.2 1.2 -0.5
C 1.1414 1.7313 4.0239 -0.7 -0.1 -0.4
C 0.0089 2.9014 3.7627 0.0 -0.1 0.9
C 2.2948 -3.5628 1.7284 -1.4 0.6 -2.8
S 2.3002 -4.2751 3.4667 -1.6 0.7 -1.1
H -3.7346 -0.8006 0.8453 -0.2 -2.7 -0.2
H -2.7998 -5.3717 1.0618 -0.6 1.4 1.4
H -4.1213 -5.1704 2.3312 1.5 1.1 -0.5
H -3.6839 -3.8632 4.6564 1.8 -0.2 -0.5
H -1.9024 -3.2900 6.6699 0.6 -0.7 -2.0
H 0.7567 -3.4928 6.1377 -1.3 -0.5 -1.5
H -0.7975 -4.9902 0.6839 0.8 0.2 0.5
H 0.0371 -3.7686 -1.2656 1.8 0.8 1.3
H 2.5733 -2.6254 -3.3526 -1.1 1.2 1.1
H 2.5120 -0.8622 -2.8070 -1.0 -1.7 0.6
H 0.6394 -1.6874 -4.4581 -0.6 0.1 2.1
H 0.0687 -2.9251 -3.2140 0.3 2.1 -0.1
H 5.0328 -1.7009 -1.0360 -1.1 1.0 0.4
H 4.9106 -3.1532 2.7575 -0.2 1.4 -1.1
H 5.4436 -1.5864 1.7692 -1.4 -1.2 0.5
H 2.7948 -1.5097 3.5921 1.7 0.1 -0.3
H 4.4894 -1.4425 4.3841 -1.0 0.1 -1.5
H 3.8784 0.8644 4.0988 0.6 -0.6 -1.5
H 5.0307 0.4877 2.5925 -1.4 0.2 1.0
H 2.8250 0.3415 1.0867 0.4 0.8 1.5
H 3.0611 2.0016 1.9463 -0.3 -1.8 0.0
H 1.0148 -0.3110 2.8855 0.6 1.5 -0.1
H 0.6445 1.2084 1.9023 1.2 -0.9 1.2
H 0.7133 1.0694 4.8572 0.9 1.0 -1.0
H 2.1382 2.2251 4.3727 -1.9 -1.0 -0.6
H -0.6253 2.7178 2.8252 1.1 0.2 1.3
H -0.7315 2.8823 4.6624 1.3 0.2 -1.6
H 0.4587 3.9682 3.7161 -0.7 -1.9 0.0
Cl 2.1323 -5.2931 -2.2147 0.2 -0.5 -0.5
C 2.5941 -6.5180 -3.4232 0.1 -0.2 -0.1
C 3.8249 -6.1092 -4.2087 0.0 -0.3 0.1
Cl 3.5054 -4.7242 -5.2842 0.0 0.1 0.0
H 1.7375 -6.6890 -4.0789 0.2 0.1 0.0
H 2.7936 -7.4430 -2.8771 0.1 0.1 -0.1
H 4.1509 -6.9347 -4.8450 -0.1 0.1 0.0
H 4.6521 -5.8406 -3.5483 -0.2 0.1 -0.1
Cl 3.0417 4.8624 3.3500 0.0 0.0 0.0
C 4.2075 5.4170 4.5713 0.2 0.0 0.2
C 5.1074 4.2956 5.0508 0.2 0.1 -0.1
Cl 4.2150 3.0823 6.0075 0.1 0.1 0.0
H 3.6492 5.8656 5.3960 0.1 -0.3 -0.2
H 4.8082 6.2004 4.1031 0.0 -0.1 0.0
H 5.8886 4.6975 5.6994 -0.1 0.0 0.0
H 5.5887 3.7813 4.2162 -0.2 0.0 0.1
Cl -7.2645 -3.9329 -0.2485 -0.1 0.0 0.0
C -6.9491 -3.4976 -1.9459 0.2 0.0 -0.2
C -7.4057 -2.0888 -2.2715 0.3 0.0 0.0
Cl -9.1806 -1.9336 -2.2452 0.0 0.0 0.0
H -7.4405 -4.2364 -2.5827 0.0 0.1 0.1
H -5.8707 -3.5813 -2.0984 -0.2 0.1 0.1
H -7.0799 -1.8168 -3.2777 0.0 -0.1 0.1
H -6.9923 -1.3609 -1.5703 -0.1 -0.2 0.0
Cl -3.5322 5.1160 -1.9551 0.0 0.0 0.0
C -3.4150 4.3248 -3.5460 0.1 -0.1 -0.2
C -3.0293 5.2976 -4.6434 0.2 -0.2 0.0
Cl -4.3234 6.4739 -4.9858 0.0 0.1 0.0
H -4.3715 3.8412 -3.7558 0.1 0.2 0.0
H -2.6536 3.5469 -3.4569 0.0 0.1 0.0
H -2.8431 4.7543 -5.5721 -0.1 0.0 0.1
H -2.1258 5.8546 -4.3872 -0.2 0.0 0.0
Cl 3.4534 0.8463 -4.5793 0.0 0.0 -0.1
C 2.8723 2.3866 -3.8990 -0.1 0.4 0.1
C 3.6834 2.8250 -2.6945 0.0 0.1 0.0
Cl 3.4306 1.7617 -1.2875 0.0 0.1 -0.2
H 1.8151 2.2705 -3.6503 0.2 -0.1 0.1
H 2.9551 3.1332 -4.6921 0.1 -0.1 0.1
H 3.3803 3.8288 -2.3894 -0.1 -0.1 -0.1
H 4.7526 2.8439 -2.9158 -0.2 -0.1 0.0
Cl -6.6580 8.1511 -8.4964 0.0 0.0 0.0
C -7.3782 7.5055 -7.0011 0.0 -0.1 0.2
C -8.6266 6.6884 -7.2720 0.2 -0.1 0.1
Cl -9.9787 7.6959 -7.8476 0.0 0.0 0.0
H -7.5846 8.3450 -6.3339 0.0 -0.1 -0.2
H -6.6189 6.8762 -6.5306 -0.1 0.0 -0.1
H -8.9616 6.2070 -6.3509 0.1 0.1 0.0
H -8.4438 5.9108 -8.0165 0.0 0.2 0.0
Cl 5.4198 -1.9327 -6.6362 0.0 0.1 0.0
C 5.8839 -3.1541 -7.8457 0.1 -0.2 -0.1
C 7.1136 -2.7438 -8.6326 0.0 -0.2 0.1
Cl 6.7934 -1.3602 -9.7083 0.0 0.0 0.0
H 5.0270 -3.3260 -8.5004 0.1 0.1 0.1
H 6.0852 -4.0787 -7.2999 0.0 0.1 0.0
H 7.4392 -3.5695 -9.2688 -0.1 0.1 0.1
H 7.9410 -2.4745 -7.9729 -0.2 0.0 -0.1
Cl -2.6094 -0.0405 6.7711 0.0 -0.1 0.0
C -3.5076 -0.1513 8.3045 -0.1 0.1 0.2
C -3.1480 -1.3975 9.0900 0.1 0.2 0.2
Cl -3.7239 -2.8838 8.2932 -0.1 0.0 0.1
H -4.5749 -0.1144 8.0764 0.2 -0.1 0.0
H -3.2532 0.7381 8.8854 0.0 -0.1 0.0
H -3.6189 -1.3646 10.0746 0.0 0.0 -0.1
H -2.0688 -1.4860 9.2309 -0.1 0.0 -0.1
Cl 1.9947 7.7291 5.6793 -0.2 0.1 0.0
C 1.1245 7.6145 7.2291 -0.1 0.1 0.3
C 1.5102 6.3758 8.0134 0.0 0.1 0.1
Cl 0.9351 4.8813 7.2331 0.1 0.0 -0.1
H 0.0531 7.6394 7.0195 0.2 -0.1 0.0
H 1.3794 8.5095 7.8012 0.0 -0.1 0.0
H 1.0560 6.4086 9.0059 0.0 0.1 -0.1
H 2.5927 6.2986 8.1362 -0.1 0.0 -0.1
```
Positions in Å, forces in eV/Å.

Total energy: -312960.412 eV
SMILES string: C#CCc1cccc2c1Nc1cc(CCC(F)(F)C(F)(F)C(F)(F)C(F)(F)F)c(O)c(CCCCCCC)c1S2.ClCCCl.ClCCCl.ClCCCl.ClCCCl.ClCCCl.ClCCCl.ClCCCl.ClCCCl.ClCCCl
Net charge: 0



What is the net charge in the third record?
0